Computed, not measured: a molecular structure, C31H24GaN5O6S3, with ωB97M-V/def2-TZVPD.

Output
- Charge: 0
- HOMO energy: -8.35 eV
- LUMO level: -0.299 eV

Structure (XYZ):
```
70
Properties=species:S:1:pos:R:3:forces:R:3:lowdin_charge:R:1
Ga 0.25322 0.44010 -1.50865 -0.022 -0.055 0.090 0.285
O -2.67778 1.27929 -3.95112 0.012 0.003 -0.036 0.108
C -1.87557 0.83423 -3.17262 -0.053 -0.018 0.100 -0.504
O -0.85909 1.50757 -2.67486 0.007 0.000 -0.029 -0.073
C -1.96587 -0.65034 -2.65612 0.011 0.043 -0.107 -0.507
O -2.91367 -1.34166 -2.92642 0.006 -0.007 0.025 0.108
O -0.93234 -1.01994 -1.93803 -0.005 -0.003 0.051 -0.045
C -0.53142 -6.15107 2.69859 -0.009 -0.013 0.004 -0.049
C 0.07671 -4.85235 2.24747 0.006 0.001 -0.003 -0.268
C -0.29346 -4.26677 1.04317 -0.010 0.003 -0.016 -0.021
C 0.25948 -3.06208 0.62845 0.005 0.006 0.015 -0.050
C 1.19629 -2.43649 1.43578 0.010 -0.041 0.003 -0.279
C 1.59505 -3.01135 2.63755 -0.011 0.020 0.002 -0.046
C 1.03066 -4.20852 3.03614 0.003 -0.006 0.006 -0.034
S 1.90031 -0.87692 0.98483 -0.073 -0.032 0.060 0.592
O 1.13979 0.16297 1.63008 0.048 0.004 0.013 -0.288
O 3.30838 -0.93972 1.28178 0.019 0.017 0.010 -0.287
N 1.64322 -0.72862 -0.59843 0.064 0.009 -0.092 -0.125
C 2.41984 -1.48386 -1.49004 -0.069 0.010 0.047 -0.217
C 3.24037 -2.54636 -1.19305 0.049 -0.036 -0.017 -0.004
C 3.96839 -3.20636 -2.20709 -0.016 0.023 0.008 -0.055
C 3.89306 -2.82856 -3.51549 -0.013 0.011 0.020 -0.039
C 3.04950 -1.74987 -3.86612 0.025 -0.026 -0.034 -0.143
C 2.88162 -1.28285 -5.18813 0.018 -0.017 -0.012 0.009
C 2.03174 -0.24644 -5.45051 -0.029 0.019 0.047 -0.023
C 1.32407 0.33399 -4.38411 0.037 -0.019 -0.032 -0.060
N 1.47416 -0.07412 -3.14586 -0.007 0.037 -0.061 0.100
C 2.31935 -1.09558 -2.85875 -0.004 0.002 -0.002 -0.124
H -1.15251 -6.58824 1.91845 0.000 0.000 -0.002 0.075
H -1.15622 -6.00040 3.58092 0.001 0.002 0.002 0.084
H 0.24047 -6.87389 2.96561 0.004 0.001 0.001 0.082
H -1.02060 -4.75934 0.40899 -0.003 0.004 -0.003 0.118
H -0.03247 -2.62763 -0.32023 -0.011 0.012 -0.028 0.098
H 2.34527 -2.52278 3.24523 0.006 0.006 -0.003 0.119
H 1.33867 -4.65829 3.97271 0.003 0.001 0.004 0.117
H 3.35861 -2.88066 -0.17423 0.004 0.002 0.002 0.104
H 4.60379 -4.03458 -1.92175 0.003 -0.003 0.001 0.110
H 4.45714 -3.33869 -4.28497 0.003 -0.002 -0.005 0.112
H 3.43003 -1.76495 -5.98850 0.002 -0.002 0.001 0.122
H 1.87729 0.12121 -6.45442 0.000 0.002 -0.003 0.111
H 0.60857 1.13120 -4.54243 0.004 0.004 -0.009 0.126
S -3.84637 1.78540 3.54262 0.015 -0.007 -0.022 1.044
C -2.73370 1.52416 2.20583 -0.017 0.007 0.025 -0.490
C -2.59332 0.22335 1.73365 0.023 -0.042 -0.033 -0.051
C -1.71676 -0.02529 0.70045 -0.050 0.032 0.025 -0.072
N -0.98980 0.93710 0.12246 -0.036 0.013 0.000 0.042
C -1.12523 2.18222 0.57818 0.001 -0.017 0.003 -0.070
C -1.97334 2.52288 1.60965 0.031 0.031 -0.018 -0.034
C -3.99067 3.55378 3.55690 -0.011 0.056 0.039 -0.545
C -4.58853 4.23828 2.50651 -0.029 -0.006 0.014 -0.085
C -4.70123 5.61584 2.60027 0.001 0.014 -0.017 -0.134
N -4.28361 6.32307 3.64923 0.015 -0.009 -0.013 0.064
C -3.72245 5.65424 4.64967 -0.007 0.009 0.027 -0.139
C -3.54568 4.27611 4.65266 -0.020 -0.034 0.004 -0.078
H -3.16942 -0.59055 2.15158 0.002 -0.008 0.004 0.116
H -1.60352 -1.01885 0.29326 0.006 -0.021 -0.003 0.114
H -0.52726 2.94107 0.09574 0.000 0.014 0.000 0.114
H -2.03452 3.55241 1.93114 0.028 -0.027 -0.017 0.111
H -4.95538 3.71170 1.63585 -0.012 -0.004 -0.006 0.118
H -5.15600 6.17929 1.79382 -0.011 -0.002 -0.004 0.109
H -3.39030 6.24512 5.49583 0.004 -0.001 0.000 0.108
H -3.07360 3.77977 5.48940 0.011 0.004 -0.004 0.106
S 2.31538 4.52995 -1.67039 -0.029 0.049 0.048 1.076
C 3.15423 3.54245 -0.55419 0.029 -0.033 -0.032 -0.356
C 2.54719 2.33660 -0.45365 -0.009 0.040 0.055 -0.179
N 1.42525 2.20669 -1.23696 0.005 0.029 0.003 -0.047
C 1.18775 3.29466 -1.92640 0.010 -0.045 -0.085 -0.444
H 4.03480 3.88370 -0.03836 0.017 -0.002 -0.007 0.076
H 2.85862 1.52083 0.17771 0.020 -0.005 0.003 0.098
H 0.34342 3.37269 -2.59627 -0.004 0.000 -0.009 0.092
```
Forces are in eV/Å.

***

Computed, not measured: a molecular structure, C31H26Br5N6O12STi, with ωB97M-V/def2-TZVPD.

Output
- 2S+1: 4
- Charge: -2
- HOMO energy (spin up / spin down): -0.53 / -3.37 eV
- LUMO level (spin up / spin down): 3.039 / 3.040 eV

Structure (XYZ):
```
82
Properties=species:S:1:pos:R:3:forces:R:3:lowdin_charge:R:1
Ti -0.99348 -0.41764 0.15079 -0.236 0.318 -0.489 1.111
O -5.52536 2.89639 -3.17648 0.020 -0.012 0.046 0.048
C -4.19410 2.87467 -2.86699 -0.057 0.040 0.009 -0.336
C -3.67429 3.57612 -1.78390 0.038 -0.085 -0.039 -0.022
C -2.31819 3.46465 -1.53862 0.034 0.004 0.067 -0.130
N -1.48851 2.75182 -2.29564 0.113 0.109 -0.110 0.067
C -2.00584 2.12182 -3.31775 -0.172 -0.129 -0.030 -0.725
Br -0.81185 1.12077 -4.40433 -0.002 0.043 0.034 0.766
C -3.35241 2.12115 -3.66422 0.070 -0.012 0.027 -0.049
H -5.98142 3.43717 -2.52288 0.003 0.002 -0.028 0.100
H -4.30899 4.17104 -1.13773 -0.008 0.009 0.000 0.111
H -1.86647 3.96372 -0.68897 0.020 0.024 -0.011 0.120
H -3.72403 1.56156 -4.50892 -0.019 -0.002 0.003 0.110
O 0.26055 -1.94725 0.55025 0.411 -0.388 0.151 -0.073
C 0.69354 -2.33405 1.65188 0.009 0.148 0.053 -0.119
C 0.68150 -1.59356 2.87041 0.037 -0.237 -0.159 -0.134
C 1.28005 -2.19223 4.00002 0.021 0.021 0.076 0.034
C 1.32825 -1.50753 5.20838 -0.048 0.131 -0.013 -0.202
C 0.79605 -0.19387 5.24932 0.047 0.003 0.120 0.008
C 0.21632 0.39144 4.15263 0.024 -0.094 -0.057 -0.012
C 0.11421 -0.30230 2.92962 -0.108 0.151 0.033 -0.307
O -0.51554 0.25175 1.90364 -0.059 -0.271 0.155 -0.202
N 1.88602 -2.06683 6.34414 -0.033 0.004 -0.148 -0.445
O 1.89319 -1.39207 7.43012 -0.005 0.111 0.156 -0.145
O 2.37523 -3.24279 6.26059 0.060 -0.152 -0.013 -0.137
H 1.14419 -3.33500 1.69044 0.014 0.046 -0.014 0.140
H 1.71004 -3.18251 3.94624 -0.013 -0.009 -0.024 0.105
H 0.87612 0.32899 6.19237 -0.018 0.018 -0.014 0.102
H -0.16832 1.40300 4.19810 -0.019 0.002 0.010 0.109
Br -3.21733 -5.67907 -3.79206 -0.007 0.001 0.005 0.655
C -3.04575 -4.43502 -2.37441 0.007 -0.026 -0.055 -0.768
C -3.70181 -4.63641 -1.17481 -0.042 -0.026 0.059 -0.769
Br -4.81525 -6.14688 -0.91736 0.000 0.002 -0.013 0.655
C -3.53357 -3.71442 -0.13172 0.016 -0.005 -0.016 -0.641
Br -4.41740 -3.89361 1.53291 0.006 -0.005 0.005 0.725
C -2.70674 -2.60427 -0.26517 -0.151 -0.049 0.019 -0.412
O -2.49179 -1.74288 0.69141 0.107 0.275 -0.214 -0.189
C -2.08899 -2.35174 -1.53658 -0.139 -0.188 0.043 -0.407
O -1.40780 -1.23729 -1.65905 0.121 -0.073 0.454 -0.220
C -2.24660 -3.29365 -2.54422 -0.011 0.132 -0.093 -0.634
Br -1.36009 -2.92140 -4.17399 0.008 -0.006 -0.009 0.725
C 6.67390 -0.94623 0.46765 -0.039 -0.019 -0.003 -0.118
C 7.25619 0.12794 -0.43375 0.057 0.040 0.038 -0.311
S 6.31957 0.44054 -1.91833 0.024 -0.033 -0.051 0.637
O 5.89044 -0.83346 -2.45460 0.002 0.023 0.019 -0.330
O 7.12226 1.30750 -2.74857 -0.025 0.000 -0.018 -0.329
C 4.90482 1.31495 -1.31519 -0.136 0.083 0.053 -0.212
C 3.77225 1.40889 -2.33913 -0.023 0.024 0.010 -0.140
N 2.49891 1.52741 -1.65201 -0.144 0.017 0.007 0.048
C 1.62364 0.49018 -1.51544 -0.041 -0.091 -0.107 -0.337
N 0.64260 0.81133 -0.70232 -0.195 0.067 0.181 0.024
C 0.88388 2.09963 -0.25868 -0.082 -0.036 0.028 -0.060
C 2.02882 2.56874 -0.84316 0.159 0.059 -0.089 -0.174
N 2.62202 3.80231 -0.72694 -0.057 -0.143 -0.040 -0.406
O 2.05611 4.65112 0.03930 -0.071 0.073 0.088 -0.119
O 3.70563 4.05387 -1.38691 0.112 -0.091 -0.064 -0.143
C 1.77551 -0.81360 -2.21705 -0.004 0.005 -0.005 -0.005
H 7.37622 -1.16812 1.27111 -0.011 -0.013 0.012 0.075
H 6.48398 -1.85895 -0.09444 0.015 0.000 -0.009 0.074
H 5.73930 -0.62888 0.92899 -0.006 0.008 -0.003 0.074
H 8.24038 -0.14663 -0.81877 -0.009 -0.008 -0.003 0.099
H 7.34865 1.09145 0.06964 0.034 0.015 -0.019 0.104
H 5.19948 2.32140 -1.01522 0.033 -0.003 0.045 0.102
H 4.55938 0.75374 -0.44422 0.002 -0.011 -0.004 0.112
H 3.72784 0.49912 -2.93499 0.021 0.031 -0.023 0.104
H 3.92466 2.27022 -2.98035 0.010 0.014 0.021 0.125
H 0.23956 2.60297 0.43644 0.016 0.021 -0.002 0.106
H 2.71734 -1.30450 -1.96097 0.009 -0.012 0.016 0.087
H 1.75093 -0.67759 -3.30082 0.007 -0.007 -0.012 0.075
H 0.94577 -1.46056 -1.94669 0.004 0.015 -0.002 0.055
O -2.62924 0.93638 -0.06105 0.238 0.349 0.156 -0.174
N -3.69717 0.73193 0.67345 0.005 -0.139 -0.294 -0.163
C -3.60314 0.63249 2.00979 -0.093 0.003 -0.112 0.017
C -4.73698 0.37333 2.75312 0.081 0.008 -0.053 -0.021
C -5.95663 0.21393 2.11980 -0.078 -0.011 -0.013 -0.065
C -6.02126 0.32421 0.73612 0.086 0.005 0.059 -0.037
C -4.87155 0.58205 0.02764 0.153 -0.023 0.168 0.011
H -2.59823 0.73434 2.39872 -0.001 -0.021 0.004 0.129
H -4.62952 0.27311 3.82321 -0.047 -0.004 0.009 0.118
H -6.84560 -0.01262 2.69198 -0.001 0.000 0.003 0.106
H -6.94399 0.18528 0.19190 -0.025 -0.008 0.037 0.110
H -4.79002 0.64897 -1.04667 -0.023 -0.009 -0.008 0.142
```
Forces are in eV/Å.

***

Computed, not measured: a molecular structure, C31H26Cl4F3N8O2PSTi, with ωB97M-V/def2-TZVPD.

Output
- Charge: +2
- HOMO energy: -13.49 eV
- LUMO level: -6.843 eV

Structure (XYZ):
```
77
Properties=species:S:1:pos:R:3:forces:R:3:lowdin_charge:R:1
Ti 0.28131 -0.01101 -0.17415 -0.539 -0.384 -0.693 0.786
F -0.52862 -4.54335 2.00202 0.073 -0.045 -0.075 0.154
C -1.16846 -3.79685 2.90826 -0.041 0.078 -0.027 -0.614
F -2.45958 -3.74656 2.55948 -0.068 0.010 -0.025 0.154
F -1.08083 -4.41313 4.08462 0.012 -0.012 0.087 0.171
C -0.57891 -2.40593 2.97308 -0.028 0.067 0.117 -0.080
C -0.04449 -1.90766 4.14521 0.038 0.016 0.028 0.058
C 0.51777 -0.62852 4.18231 -0.034 -0.012 -0.026 0.001
C 0.54442 0.10592 3.02120 -0.050 -0.030 -0.004 -0.076
N 0.00471 -0.37685 1.89249 0.080 0.020 0.250 -0.107
C -0.56406 -1.58611 1.84253 -0.136 -0.224 -0.132 -0.627
S -1.17062 -1.94286 0.23721 0.223 0.151 0.112 0.747
H -0.06096 -2.51955 5.03743 0.001 0.003 0.003 0.141
H 0.92337 -0.22158 5.09665 0.004 -0.016 0.006 0.125
H 0.98140 1.09554 2.96507 0.007 -0.002 0.007 0.137
Cl 6.90613 2.24366 2.03156 -0.006 0.000 -0.001 0.755
C 5.34105 1.93450 1.39409 0.009 -0.058 0.021 -0.645
C 4.61551 2.97076 0.80401 -0.056 0.034 -0.043 -0.033
C 3.35055 2.75375 0.27811 0.163 -0.007 0.077 0.036
C 2.80414 1.48533 0.35126 -0.384 -0.029 -0.215 -0.263
O 1.56565 1.24054 -0.13940 0.482 0.387 0.189 -0.184
C 3.52308 0.43235 0.93592 0.135 -0.147 0.048 -0.130
C 3.00278 -0.90699 0.94589 -0.036 0.124 -0.066 -0.110
O 1.89727 -1.24857 0.50060 0.129 -0.107 0.112 -0.157
C 4.80380 0.66576 1.45697 0.009 0.092 -0.016 -0.015
H 5.05551 3.95820 0.75761 0.005 -0.004 0.001 0.127
H 2.79571 3.55863 -0.18306 -0.016 -0.005 0.003 0.134
H 3.63949 -1.69703 1.35972 0.021 0.011 -0.001 0.165
H 5.36885 -0.14456 1.90041 -0.001 -0.003 0.005 0.132
C 2.97612 -1.74560 -4.78269 0.009 -0.013 -0.031 -0.164
N 3.62440 -2.02376 -3.50070 -0.045 0.029 0.052 -0.136
C 3.40603 -3.42937 -3.14782 0.017 -0.028 -0.005 -0.161
N 1.99444 -3.81161 -3.12034 -0.021 0.077 0.027 -0.135
C 1.39085 -3.48596 -4.41293 0.007 -0.026 -0.015 -0.162
N 1.55146 -2.07928 -4.79201 -0.004 0.056 0.132 -0.133
C 0.78201 -1.19765 -3.92111 -0.001 -0.096 -0.218 -0.310
P 1.34706 -1.35433 -2.17194 -0.111 0.079 0.326 1.030
C 3.16181 -1.12536 -2.45341 0.065 -0.008 -0.072 -0.274
C 1.27659 -3.19137 -2.01493 0.053 -0.067 -0.046 -0.291
H 3.46924 -2.34529 -5.54770 -0.004 0.004 -0.001 0.139
H 3.10636 -0.69191 -5.03397 -0.003 0.000 -0.002 0.135
H 3.85561 -3.63291 -2.17443 0.001 0.000 -0.001 0.135
H 3.90979 -4.04451 -3.89341 -0.001 -0.001 0.001 0.139
H 0.32923 -3.73674 -4.39062 0.002 -0.003 -0.003 0.135
H 1.87388 -4.09691 -5.17556 -0.009 0.004 -0.005 0.139
H -0.27129 -1.47727 -3.98296 -0.025 0.000 0.003 0.067
H 0.87448 -0.16147 -4.25604 0.012 -0.003 -0.003 0.103
H 3.71772 -1.32650 -1.53619 -0.006 -0.010 0.006 0.088
H 3.35202 -0.08681 -2.73631 0.017 -0.010 -0.017 0.108
H 0.23130 -3.50653 -2.01663 0.006 -0.018 -0.009 0.088
H 1.70203 -3.48780 -1.05465 0.021 -0.022 -0.016 0.100
Cl -2.53257 0.06401 -5.20859 -0.009 0.005 -0.018 0.696
C -3.08531 0.14137 -3.54122 0.282 0.104 0.201 -1.616
Cl -3.92162 -1.33016 -3.06387 -0.032 -0.056 0.011 0.689
Cl -4.06723 1.57310 -3.25176 -0.051 0.019 -0.005 0.683
C -1.89317 0.24791 -2.66494 -0.144 0.018 -0.278 -0.302
N -0.98066 0.31408 -1.97886 -0.055 -0.037 0.144 0.106
N -8.25416 4.11652 4.99471 0.009 -0.002 0.002 0.194
C -7.33583 3.87262 4.35090 0.030 -0.001 -0.037 -0.162
C -6.18669 3.56157 3.54181 -0.070 -0.023 0.056 -0.207
C -5.34984 4.57965 3.09853 0.045 0.026 -0.029 0.008
C -4.24162 4.27799 2.32474 -0.042 0.017 0.121 0.006
C -3.98539 2.95718 1.99543 0.111 -0.027 -0.104 -0.169
C -4.81739 1.93329 2.42307 -0.117 0.013 -0.008 0.002
C -5.91815 2.23797 3.20365 0.027 -0.009 -0.013 0.004
N -2.83588 2.64528 1.18975 -0.026 0.014 -0.006 0.019
C -2.17995 3.49633 0.32288 -0.078 0.001 -0.011 -0.004
C -1.16412 2.78496 -0.21984 -0.011 -0.063 -0.013 -0.095
N -1.18543 1.50405 0.30162 0.123 0.249 0.143 -0.062
C -2.19985 1.46542 1.14661 -0.014 -0.122 -0.017 -0.102
H -5.56056 5.60549 3.36614 -0.007 -0.003 0.003 0.135
H -3.58407 5.07633 2.01181 0.028 -0.018 -0.011 0.117
H -4.64643 0.90443 2.13705 0.028 0.014 -0.030 0.116
H -6.57917 1.45169 3.53996 -0.005 0.006 0.007 0.133
H -2.49918 4.50781 0.15167 -0.010 0.000 0.006 0.133
H -0.43393 3.09810 -0.94548 0.016 -0.008 0.010 0.119
H -2.48893 0.60414 1.72347 -0.002 0.030 0.029 0.138
```
Forces are in eV/Å.